This record from the Open Molecules 2025 dataset describes a molecular structure, C34H28Cl5N2O2PbSi in a non-equilibrium geometry. The level of theory is the ωB97M-V functional and the def2-TZVPD basis.

Computed properties:
- E_tot: -4355.387506 Eh
- E_HOMO (alpha / beta): -10.65 / -10.64 eV
- Relative energy (zero: lowest compared OMol25 entry of this formula, charge and spin): 0.0 kJ/mol
- Charge: +1
- Gap between HOMO and LUMO (alpha / beta): 5.075 / 4.009 eV

Last column: Löwdin charge in e.
Element x y z (Å)
H: 2.54412 2.25684 0.62053  0.09
C: -0.62683 2.74297 -4.68652  -0.52
C: -4.08987 0.79975 3.66369  -0.05
C: 1.30030 2.78682 3.81298  -0.04
H: 2.22332 -1.13700 1.15316  0.08
C: -4.13663 -2.02754 -1.23988  -0.09
H: 2.98559 -2.98141 4.93746  0.10
C: 0.52989 3.71516 1.54982  -0.06
H: -4.06301 -1.12534 2.70717  0.11
C: 0.70100 -0.59894 4.10099  -0.10
C: 1.55917 -4.64201 -1.23609  0.01
H: -2.96933 -3.83705 -0.91972  0.11
Cl: -0.19249 -0.41094 -7.19106  0.78
H: 2.64267 -6.46199 -0.87385  0.10
C: -3.48759 -0.23351 2.92760  -0.06
C: -1.68494 -0.79187 -1.95918  -0.27
C: -0.88238 3.83190 -5.52925  -0.71
N: 0.53188 -2.49264 -1.75567  -0.04
H: 1.07853 4.62957 1.72887  0.10
H: 0.32946 2.77744 4.34511  0.09
H: -5.08594 0.73617 4.04434  0.10
H: -0.46898 3.94043 1.90942  0.07
H: 0.49673 3.49739 0.46897  0.09
C: -4.15015 -0.70857 -1.70162  -0.03
C: 2.63989 2.45743 1.69879  -0.06
H: 3.24992 1.69456 2.18402  0.09
O: -0.05049 0.40381 -4.41974  -0.19
H: 1.77987 3.74140 4.01065  0.10
H: 5.03731 -3.00593 -1.45529  0.10
Si: 0.28161 1.04478 1.83051  0.54
H: -5.05777 -0.10416 -1.74037  0.11
C: -3.34459 1.97528 3.82329  -0.08
C: 1.42465 -1.50549 4.85539  -0.08
C: 3.98250 -4.81941 -1.08007  -0.06
C: -0.60244 2.26722 -7.46522  -0.70
C: -0.38817 1.20467 -6.61021  -0.57
Cl: -0.55308 2.96630 -2.94348  0.70
H: 3.10096 3.44767 1.80293  0.10
H: -1.71787 -0.91064 1.92008  0.10
H: -0.08240 -0.01000 4.58134  0.11
Cl: -1.20615 5.37586 -4.94915  0.77
C: -2.08789 2.12979 3.28036  -0.10
H: 1.25085 -1.52938 5.93709  0.11
C: 2.43227 -2.29690 4.31653  -0.07
C: 2.94967 -2.65379 -1.64815  -0.04
C: 1.03139 -0.41499 2.76561  -0.23
C: 1.97986 -1.27501 2.19081  -0.08
C: -2.87626 -0.13219 -2.04134  -0.13
H: 3.09368 -1.58450 -1.86196  0.09
C: -0.34892 1.39636 -5.18058  -0.40
C: -1.47336 1.10006 2.55777  -0.21
C: -1.74341 -2.17293 -1.59757  -0.30
Cl: -0.53208 2.02473 -9.15911  0.74
O: 0.38597 0.90830 0.18905  -0.44
Cl: -1.23669 4.82259 -8.04931  0.77
H: 3.41508 -2.84955 2.45965  0.10
C: 2.71271 -5.39805 -1.02874  -0.07
C: 1.67131 -3.24364 -1.56550  -0.27
H: 1.94944 2.03999 4.30797  0.10
H: 4.87984 -5.36603 -0.82283  0.11
H: -1.64476 3.12899 3.37431  0.09
C: 4.06431 -3.44876 -1.39196  -0.08
H: 0.54121 -4.95832 -1.15512  0.09
C: -2.98346 -2.78996 -1.20222  0.00
N: -0.63316 -2.99609 -1.52996  0.09
C: -0.86140 3.56853 -6.95694  -0.65
C: 1.22789 2.59151 2.29825  -0.54
H: -5.03683 -2.46863 -0.84517  0.10
H: -2.92476 0.85990 -2.42725  0.07
C: -2.18963 -0.08659 2.42535  -0.09
H: -3.64605 2.76871 4.48495  0.10
Pb: 0.38105 0.06616 -1.98654  1.32
C: 2.67390 -2.22930 2.94178  -0.06

Atomic forces in eV per Å
0.3 0.0 0.4
0.0 0.8 0.3
1.6 0.2 -0.9
-0.3 -0.9 0.5
0.1 -0.1 -0.4
-0.6 0.4 0.2
0.1 -0.1 0.1
-0.6 0.0 -0.3
0.2 -0.1 0.1
0.1 0.2 0.3
1.1 1.9 -0.4
-0.1 0.1 0.1
0.0 0.9 0.3
-0.2 -0.2 0.3
-0.3 0.6 0.1
0.0 -1.6 0.6
0.4 -2.2 -0.6
-3.4 1.2 0.3
0.4 0.3 0.0
0.4 0.1 -0.4
-0.4 -0.2 0.2
-0.2 -0.2 -0.1
0.0 0.2 0.5
2.0 -0.3 0.1
-0.4 0.0 -0.4
0.0 0.1 -0.1
-1.0 2.4 -1.7
0.0 0.4 -0.1
0.4 0.3 0.0
-1.5 -2.9 -1.1
0.3 -0.3 0.0
-0.2 -0.4 0.7
0.2 0.0 1.1
-0.8 1.4 -0.1
0.1 0.1 0.1
-0.1 -0.4 -0.4
-0.2 0.0 -1.1
0.2 -0.2 0.1
-0.1 -0.4 -0.2
0.2 -0.1 -0.1
-0.1 0.4 0.2
0.4 0.4 -0.7
-0.1 -0.2 -0.4
-0.4 0.1 -0.8
-0.5 -0.2 0.1
0.3 -0.1 -0.8
0.2 0.2 0.4
-2.3 -0.2 0.0
-0.2 -0.6 0.0
0.6 -1.5 1.4
-0.1 0.7 0.0
-1.6 0.6 0.3
-0.1 0.0 0.1
-0.5 0.4 2.5
0.2 -0.2 0.4
0.0 -0.1 0.0
-0.4 0.1 -0.2
1.1 -2.5 0.7
-0.4 0.2 -0.4
-0.1 -0.1 -0.2
0.0 -0.6 0.1
0.0 -0.6 0.1
-0.2 -0.8 0.0
1.9 1.0 -1.0
3.1 -0.4 0.0
-0.2 0.1 0.6
1.7 2.0 0.3
-0.3 -0.1 -0.2
0.2 0.8 0.0
-0.4 -0.1 0.0
-0.6 0.2 -0.1
1.2 -0.1 -0.5
-0.4 0.6 0.2

***

This record from the Open Molecules 2025 dataset describes a molecular structure, C3H12N2O3 in a non-equilibrium geometry. The level of theory is the ωB97M-V functional and the def2-TZVPD basis.

Computed properties:
- E_tot: -456.469908 Eh
- E_HOMO: -7.63 eV
- Relative energy (zero: lowest compared OMol25 entry of this formula, charge and spin): 788.3 kJ/mol
- Gap between HOMO and LUMO: 3.504 eV

Last column: Löwdin charge in e.
Element x y z (Å)
H: -0.61870 0.54061 -0.09485  0.11
H: -0.89167 -2.26656 1.08057  0.16
O: 0.99337 -1.31063 0.75379  0.00
H: -0.04441 -0.38098 -2.44631  0.13
H: 0.03943 2.83431 -1.66467  -0.02
H: 2.09350 2.88346 0.83066  -0.04
H: -0.53116 -2.90487 -1.08273  0.09
H: 0.87301 2.39681 -0.25450  -0.06
H: 1.40589 -1.13376 -0.14172  0.13
H: -0.88621 -0.34277 2.69066  0.05
H: -1.02037 1.31397 2.08062  0.09
H: -1.61258 -0.94679 -2.62289  0.13
N: -1.06018 -0.11232 0.66932  -0.03
C: -0.43576 -1.51043 0.40475  -0.34
O: 0.58620 2.04329 -1.43230  -0.36
C: -0.61391 -1.91701 -0.96667  0.13
H: 0.46956 0.48930 1.97176  0.04
O: 1.30425 2.35093 0.84871  -0.26
C: -0.57933 0.33100 1.99864  -0.11
N: -0.73595 -1.11237 -2.14482  0.16

Atomic forces in eV per Å
-0.9 -1.1 1.5
0.5 0.4 -0.4
-0.3 -1.9 -2.9
-0.8 0.4 1.9
0.6 -1.1 -0.1
0.4 0.2 0.0
-1.1 -4.2 -1.0
0.9 -1.0 0.7
0.0 0.2 1.7
-1.0 -1.9 2.4
-0.2 0.1 0.7
0.0 -1.2 -0.3
1.5 -1.9 -2.5
0.9 5.2 2.5
-1.3 0.9 -0.4
-0.3 5.4 -3.1
0.8 0.1 0.3
-0.8 0.1 -0.4
-0.2 2.3 -3.0
1.4 -1.1 2.3

***

Question: Which value of E_tot does entry 1 give?
Answer: -4355.387506 Eh

***

Question: Which of these has the lowest relative energy (zero: lowest compared OMol25 entry of this formula, charge and spin)?
Answer: C34H28Cl5N2O2PbSi

***

Question: The highest E_tot belongs to which entry?
Answer: C3H12N2O3